# 1
C29H45FeN6O4P | ωB97M-V/def2-TZVPD

Structure (XYZ):
```
86
Properties=species:S:1:pos:R:3
Fe -0.188 0.225 -0.245
C 3.626 1.294 -2.531
C 4.493 0.296 -2.126
C 4.130 -0.498 -1.054
C 2.921 -0.263 -0.415
N 2.057 0.670 -0.828
C 2.419 1.424 -1.870
C 2.511 -1.021 0.783
C 3.436 -1.733 1.530
C 3.002 -2.403 2.655
C 1.670 -2.331 3.004
C 0.795 -1.582 2.221
N 1.221 -0.935 1.128
C -0.648 -1.485 2.573
C -1.153 -2.219 3.641
C -2.487 -2.120 3.983
C -3.290 -1.287 3.232
C -2.712 -0.603 2.181
N -1.422 -0.676 1.832
H 3.864 1.943 -3.362
H 5.433 0.133 -2.635
H 4.777 -1.299 -0.730
H 1.704 2.147 -2.207
H 4.479 -1.752 1.255
H 3.696 -2.975 3.256
H 1.328 -2.848 3.884
H -0.521 -2.883 4.207
H -2.886 -2.681 4.817
H -4.343 -1.167 3.447
H -3.342 0.050 1.604
N -0.142 3.603 -1.307
C -1.165 4.518 -0.727
C -0.751 4.842 0.703
C -0.871 3.645 1.652
N 0.125 2.583 1.350
C -2.284 3.078 1.582
C -2.791 2.737 0.176
N -2.212 1.457 -0.335
C -2.555 3.898 -0.792
H 0.659 4.131 -1.645
H -0.467 2.942 -2.047
H 0.165 2.966 -0.548
H -1.164 5.422 -1.333
H -1.423 5.616 1.075
H 0.258 5.267 0.728
H -0.709 4.018 2.667
H -0.071 1.789 1.954
H 1.055 2.898 1.610
H -2.953 3.831 2.007
H -2.361 2.194 2.217
H -3.874 2.611 0.256
H -2.290 1.447 -1.352
H -2.825 0.700 -0.061
H -3.261 4.694 -0.553
H -2.776 3.576 -1.814
C 1.539 -0.400 -5.179
C 0.037 -0.326 -5.393
C -0.415 1.094 -5.710
C -0.408 -1.286 -6.483
O -0.586 -0.848 -4.164
P -1.083 -0.103 -2.889
O -1.074 -1.030 -1.691
O -0.294 1.143 -2.517
O -2.548 0.441 -3.185
C -3.752 -0.319 -3.577
C -3.529 -1.824 -3.539
C -4.817 0.088 -2.572
C -4.109 0.149 -4.976
H 2.062 0.013 -6.042
H 1.851 -1.436 -5.040
H 1.811 0.168 -4.290
H -0.160 1.314 -6.746
H 0.080 1.823 -5.068
H -1.495 1.197 -5.598
H 0.167 -1.101 -7.389
H -1.466 -1.156 -6.714
H -0.239 -2.316 -6.170
H -3.225 -2.154 -2.545
H -2.768 -2.130 -4.256
H -4.463 -2.320 -3.800
H -4.557 -0.272 -1.573
H -5.775 -0.348 -2.850
H -4.931 1.174 -2.549
H -3.354 -0.177 -5.692
H -4.183 1.237 -5.012
H -5.068 -0.273 -5.275
```

As for the spin multiplicity: 5. The HOMO energy (alpha / beta) is -14.174 / -14.156 eV. As for the energy relative to the best compared isomer or geometry (same formula, charge and spin): 0.0 kcal per mole. The net charge is +2. The expectation value of S² is 6.008. Its gap between HOMO and LUMO (alpha / beta) is 0.31834 / 0.31221 hartree.

# 2
C2H2N2O2 | ωB97M-V/def2-TZVPD

Structure (XYZ):
```
8
Properties=species:S:1:pos:R:3
C -1.514 -0.669 -0.359
C -0.294 0.086 -0.293
N -2.510 -1.188 -0.483
N -0.203 1.208 -1.175
O -0.701 2.210 -0.750
O 0.340 1.041 -2.270
H -0.073 0.690 0.653
H 0.565 -0.708 -0.468
```

As for the spin multiplicity: 1. The HOMO energy is -11.872 eV. As for the energy relative to the best compared isomer or geometry (same formula, charge and spin): 100.9 kcal per mole. Its gap between HOMO and LUMO is 0.41228 hartree.

# 3
C22H18CrNO3S | ωB97M-V/def2-TZVPD

Structure (XYZ):
```
46
Properties=species:S:1:pos:R:3
C 1.769 -2.097 -0.077
C 0.338 -1.706 0.054
N -0.296 -1.455 1.130
C -1.740 -1.127 0.964
C -2.071 -1.104 -0.528
S -0.568 -1.568 -1.456
H 2.211 -2.198 0.914
H 1.837 -3.058 -0.596
H 2.310 -1.331 -0.641
H -2.363 -1.879 1.473
H -1.956 -0.150 1.420
H -2.842 -1.834 -0.798
H -2.362 -0.104 -0.871
O -2.323 -3.535 10.166
C -2.436 -2.662 9.402
Cr -2.278 -1.098 8.318
C -0.505 -1.732 8.121
O 0.570 -2.178 8.214
C -1.618 -0.370 9.951
O -1.117 -0.148 10.980
C -4.318 -0.302 8.145
C -4.201 -1.502 7.434
C -3.163 -1.668 6.506
C -2.307 -0.587 6.166
C -1.246 -0.787 5.210
C -0.340 -1.213 4.490
C 0.669 -1.490 3.618
C 1.304 -2.774 3.650
C 2.614 -2.980 3.138
C 3.142 -4.263 3.013
C 2.390 -5.374 3.423
C 1.128 -5.188 4.007
C 0.607 -3.903 4.157
C -2.351 0.553 7.005
C -3.389 0.723 7.933
H -5.119 -0.175 8.878
H -4.892 -2.325 7.620
H -2.997 -2.631 6.016
H 1.077 -0.726 2.963
H 3.191 -2.104 2.827
H 4.138 -4.398 2.585
H 2.788 -6.381 3.294
H 0.539 -6.045 4.341
H -0.373 -3.735 4.612
H -1.573 1.313 6.894
H -3.452 1.651 8.505
```

As for the spin multiplicity: 4. The HOMO energy (alpha / beta) is -12.515 / -14.140 eV. As for the energy relative to the best compared isomer or geometry (same formula, charge and spin): 0.0 kcal per mole. The net charge is +2. The expectation value of S² is 3.842. Its gap between HOMO and LUMO (alpha / beta) is 0.25918 / 0.14561 hartree.

# 4
C21H21N3O2PbTe2 | ωB97M-V/def2-TZVPD

Structure (XYZ):
```
50
Properties=species:S:1:pos:R:3
Pb -1.244 0.473 -0.173
O -2.809 -3.555 2.087
C -1.614 -4.077 2.415
C -1.548 -5.399 2.855
C -0.336 -5.968 3.189
C 0.836 -5.223 3.120
C 0.789 -3.924 2.667
C -0.421 -3.347 2.280
C -0.426 -2.061 1.575
O -1.485 -1.376 1.450
N 0.741 -1.774 1.002
N 0.713 -0.754 0.161
C 1.797 -0.446 -0.485
C 1.780 0.624 -1.423
C 2.937 1.006 -2.118
C 2.868 2.033 -3.030
C 1.649 2.680 -3.224
C 0.559 2.257 -2.492
N 0.609 1.255 -1.625
H -2.650 -2.623 1.817
H -2.469 -5.959 2.896
H -0.298 -7.005 3.492
H 1.785 -5.667 3.383
H 1.678 -3.323 2.576
H 2.722 -0.981 -0.294
H 3.860 0.480 -1.921
H 3.748 2.332 -3.582
H 1.552 3.498 -3.917
H -0.410 2.723 -2.599
Te -0.035 2.516 1.426
C -1.821 3.301 2.308
C -2.638 2.504 3.093
C -3.771 3.030 3.686
C -4.093 4.366 3.514
C -3.272 5.172 2.743
C -2.146 4.639 2.141
H -2.393 1.462 3.239
H -4.402 2.394 4.290
H -4.975 4.779 3.980
H -3.513 6.219 2.611
H -1.514 5.265 1.526
C -1.792 -2.245 -4.408
Te -0.284 -1.751 -2.928
C -0.781 -3.426 -1.660
H -2.779 -2.250 -3.959
H -1.588 -3.216 -4.843
H -1.755 -1.491 -5.185
H -0.707 -4.355 -2.213
H -1.782 -3.320 -1.257
H -0.069 -3.441 -0.844
```

As for the spin multiplicity: 1. The HOMO energy is -7.228 eV. As for the energy relative to the best compared isomer or geometry (same formula, charge and spin): 0.0 kcal per mole. Its gap between HOMO and LUMO is 0.22987 hartree.

# 5
C33H27N6O3OsS2 | ωB97M-V/def2-TZVPD

Structure (XYZ):
```
72
Properties=species:S:1:pos:R:3
Os -0.251 -0.788 0.393
C 1.935 -0.710 4.053
C 1.437 -0.577 2.659
N 0.417 -1.245 2.201
N -0.221 -2.139 3.023
C -1.264 -2.680 2.458
N -1.986 -3.576 3.139
S -1.828 -2.320 0.802
C 2.089 0.295 1.679
C 3.260 0.991 1.942
C 3.834 1.744 0.931
C 3.236 1.780 -0.317
C 2.069 1.065 -0.519
N 1.511 0.355 0.458
H 1.161 -1.132 4.686
H 2.236 0.261 4.442
H 2.801 -1.376 4.082
H -1.703 -3.843 4.067
H -2.774 -4.030 2.715
H 3.720 0.936 2.917
H 4.747 2.293 1.118
H 3.661 2.351 -1.129
H 1.552 1.047 -1.470
O -1.111 0.285 -1.356
C -1.513 1.206 -0.564
N -2.299 2.262 -0.759
C -2.609 2.892 0.543
C -1.790 1.985 1.521
O -1.752 2.081 2.714
N -1.104 1.082 0.731
C -4.104 2.799 0.808
C -4.655 1.670 1.406
C -6.029 1.557 1.552
C -6.863 2.568 1.097
C -6.319 3.694 0.498
C -4.944 3.812 0.356
C -2.057 4.306 0.652
C -1.307 4.882 -0.364
C -0.802 6.169 -0.215
C -1.038 6.879 0.951
C -1.780 6.298 1.973
C -2.290 5.021 1.825
H -2.872 2.375 -1.579
H -4.016 0.877 1.776
H -6.449 0.680 2.026
H -7.935 2.480 1.214
H -6.964 4.488 0.144
H -4.523 4.700 -0.097
H -1.115 4.336 -1.277
H -0.229 6.616 -1.017
H -0.649 7.881 1.065
H -1.967 6.847 2.887
H -2.867 4.569 2.621
C 4.623 -7.407 -3.329
C 5.018 -7.232 -4.768
O 5.687 -8.010 -5.384
S 4.480 -5.752 -5.652
C 3.576 -4.831 -4.430
C 2.193 -4.959 -4.340
C 1.484 -4.219 -3.412
C 2.154 -3.335 -2.559
C 3.543 -3.204 -2.658
C 4.245 -3.940 -3.593
C 1.424 -2.566 -1.609
C 0.806 -1.912 -0.784
H 4.926 -8.401 -3.011
H 3.553 -7.268 -3.187
H 5.138 -6.660 -2.722
H 1.678 -5.641 -5.004
H 0.409 -4.310 -3.341
H 4.060 -2.519 -1.998
H 5.318 -3.832 -3.682
```

As for the spin multiplicity: 1. The HOMO energy (alpha / beta) is -10.694 / -10.744 eV. As for the energy relative to the best compared isomer or geometry (same formula, charge and spin): 12.8 kcal per mole. The net charge is +1. Its gap between HOMO and LUMO (alpha / beta) is 0.20934 / 0.20106 hartree.

Summary of electronic energy in Eh
-3366.41545 -337.26371 -2571.53080 -1856.46247 -2714.85834
(order as listed above)